# 1
Density functional theory data (wB97M-V/def2-TZVPD) for C8H28N9O6Sn as an isolated structure at a distorted geometry.

Structure (XYZ):
```
52
Properties=species:S:1:pos:R:3:nbo_charge:R:1
C 2.07090 1.20519 -3.67092 -0.06
H 1.59927 2.39292 6.27378 0.43
C -1.13157 -0.57007 -4.34722 -0.28
C -2.49857 -1.37373 3.57781 0.76
H -0.34417 0.41728 0.26705 0.46
H 0.11376 -1.43025 0.57951 0.38
C 0.84611 0.68864 -4.44148 -0.07
O 0.02832 -0.11276 -3.68661 -0.55
H 3.33220 -0.67370 0.25530 0.41
H -1.44183 -0.39694 -0.19192 0.36
H -2.54845 0.11137 5.00942 0.42
N -1.91703 -0.58053 -1.05652 -0.87
H 2.82370 0.47120 -3.38142 0.21
H 2.45648 0.90974 5.72598 0.42
N -1.95644 -1.54980 2.35662 -0.89
C -3.00324 -1.38200 -1.08993 0.76
N 2.39886 -0.94579 0.50706 -0.87
C 1.05944 1.68924 4.50456 0.79
H -3.29985 -1.01769 0.91731 0.40
O -3.49986 -1.91246 -2.07923 -0.65
N 1.79929 1.65786 5.61318 -0.79
H -4.49982 -1.98429 -0.01198 0.42
H -1.64024 0.21031 -4.91684 0.18
O 0.26749 2.56362 4.11227 -0.77
H -1.88911 -1.04274 -3.71974 0.22
Sn -0.79740 3.15797 1.41105 1.69
H 1.27925 1.06521 -1.67611 0.19
C 1.95836 -2.19881 0.23358 0.76
H -1.26531 0.15983 3.77754 0.37
H -1.45800 -0.54107 -1.95557 0.43
H 2.20055 3.19736 -4.43828 0.35
N -2.12857 -0.19813 4.15218 -0.87
O 2.70441 -3.09303 -0.12959 -0.63
N 1.39118 0.67283 3.67904 -0.84
H -0.82854 -1.39566 -4.99792 0.19
H -1.42489 -0.75968 1.98386 0.41
O -3.22204 -2.13685 4.20094 -0.63
C 1.72537 1.83272 -2.32567 -0.62
H 1.22789 0.21272 -5.35508 0.19
N 2.77256 2.37362 -4.28931 -0.81
O -0.31737 0.37332 1.23340 -1.20
H 0.19481 -3.17308 0.18241 0.42
H 1.95594 -0.12890 3.90606 0.41
H -2.14069 -2.43284 1.91089 0.43
N 0.61445 -2.27122 0.33553 -0.85
H 0.94153 0.57818 2.77940 0.42
H 2.60365 2.28941 -1.87363 0.20
H 1.74548 -0.32331 0.94614 0.37
H 3.40183 2.71503 -3.57710 0.35
H 0.40043 1.55444 -4.95174 0.16
H 0.96460 2.62005 -2.35879 0.18
N -3.62513 -1.49475 0.09070 -0.86
```

Summary:
**E**: -1479.87290 Ha
**Gap between HOMO and LUMO**: 3.481 eV
**Net charge**: +1
**Highest occupied orbital energy**: -11.501 eV


# 2
Density functional theory data (wB97M-V/def2-TZVPD) for a 6-piece molecular cluster, C8H30N2O6 overall at a distorted geometry.

Structure (XYZ):
```
46
Properties=species:S:1:pos:R:3:nbo_charge:R:1
H 5.58658 13.97925 5.38991 0.23
O 8.17465 9.97023 7.57757 -0.58
H 5.15368 7.67734 8.75770 0.20
H 6.15570 10.39170 4.00229 0.48
N 6.20108 8.33832 6.49981 -0.87
H 9.61044 9.89725 9.10034 0.19
H 7.16466 8.52162 6.13077 0.37
H 5.76650 12.22888 5.95413 0.19
C 8.44191 15.92285 6.06758 -0.24
N 7.85517 11.59994 4.69206 -0.88
H 7.84133 12.95938 6.96825 0.18
H 6.24240 5.26882 5.13718 0.48
O 7.18695 5.42806 5.40476 -0.98
H 7.77062 11.08750 5.57748 0.38
C 4.92358 8.65247 8.51176 -0.61
O 5.69288 9.55328 3.84924 -0.99
C 9.49485 10.18349 8.05720 -0.25
H 7.64787 8.59447 3.80925 0.51
H 9.51112 11.29261 8.03125 0.18
H 10.24175 9.85620 7.33660 0.20
H 5.84911 9.05222 4.66313 0.49
H 4.84595 9.18251 9.44587 0.21
H 3.91672 8.65531 8.01576 0.22
H 7.35743 6.36934 5.25714 0.49
H 9.22166 6.09862 6.73385 0.49
O 7.63489 14.85399 6.50883 -0.55
H 7.62286 8.49158 8.97026 0.19
H 9.21528 13.56158 6.04410 0.16
O 9.58968 6.97106 7.00145 -0.97
C 8.10133 13.57907 6.15178 -0.08
H 7.02015 10.16926 9.30393 0.16
C 5.99687 9.26048 7.63227 -0.07
H 7.64492 13.57143 3.98693 0.18
H 5.31554 12.52245 4.33978 0.22
C 5.89660 12.95202 5.14394 -0.62
C 7.41930 12.94954 4.88496 -0.07
H 6.23651 7.38853 6.85619 0.37
H 5.64585 10.20809 7.23116 0.19
O 8.24792 7.93077 4.23057 -1.00
H 7.77211 16.72224 6.29361 0.20
H 9.40306 15.89595 6.60192 0.17
H 9.27715 7.66176 6.38278 0.48
H 8.65399 15.76176 4.98180 0.16
H 8.63153 7.42288 3.51133 0.49
C 7.26752 9.42597 8.48249 -0.07
H 8.79736 11.50534 4.33431 0.37
```

Summary:
**E**: -883.70637 Ha
**SMILES**: COC[C@H](C)N.COC[C@H](C)N.O.O.O.O
**Gap between HOMO and LUMO**: 9.722 eV
**Highest occupied orbital energy**: -9.169 eV


# 3
Density functional theory data (wB97M-V/def2-TZVPD) for C8H30O7 as an isolated structure at a distorted geometry.

Structure (XYZ):
```
45
Properties=species:S:1:pos:R:3:nbo_charge:R:1
C 1.24563 1.55145 2.06187 0.10
H 3.09386 2.85404 2.28200 0.23
H 2.04674 -2.24235 -1.72256 0.41
H 0.63689 0.43344 -0.53408 0.08
H 3.26840 1.23568 1.63684 0.22
H -0.38029 -0.54196 -1.55221 0.19
H 0.91362 -1.24785 -0.72173 0.18
C -1.56147 0.80419 -2.91111 -0.26
H -1.87979 -0.70086 0.97576 0.47
O -0.77435 2.08110 -0.75965 -0.75
H 1.63082 -4.21846 0.06622 0.20
H -2.53786 2.30190 0.43794 0.18
H 1.29101 0.96593 2.98013 0.18
C 0.11330 -0.52144 -0.58059 -0.19
H 2.57510 -0.77429 -2.59397 0.50
H -2.76169 -3.33649 1.62412 0.19
O -2.93531 0.67831 -2.56884 -0.72
C -2.22318 -2.56963 1.06730 -0.27
H -2.55683 -2.55001 0.02981 0.16
H -1.39601 0.69432 -3.98286 0.17
O -0.70933 -0.54394 0.49791 -0.71
H 0.17716 3.22586 3.05026 0.21
C 2.60385 2.09913 1.66711 -0.65
O 0.92135 0.65701 1.03709 -0.76
H 2.52979 -2.83628 0.59142 0.14
H 1.72764 -0.71027 -1.34113 0.47
H 0.85796 -2.53907 -0.01697 0.13
C 1.75595 -3.14997 -0.10920 -0.28
O -2.35828 -1.19975 1.64192 -0.78
H -1.45151 1.86909 -2.70618 0.22
H 1.47587 0.86017 0.28023 0.47
H -1.16767 -2.84159 1.06091 0.16
O 2.35838 -1.26440 -1.80084 -0.82
H -0.92373 2.06696 2.33335 0.23
H -1.49123 1.01103 0.83070 0.19
H -0.98417 0.22694 -2.18888 0.14
H -0.04418 1.48603 -0.57435 0.45
H -0.27193 -0.66035 1.34451 0.54
H -0.01500 3.05548 1.23304 0.23
H -3.16564 -0.23134 -2.77152 0.46
H -2.39522 0.96122 -0.69799 0.19
C -1.83606 1.60297 -0.01712 -0.30
C 0.04094 2.55676 2.20064 -0.64
H 2.52634 2.56856 0.68643 0.20
O 2.03021 -3.16726 -1.46591 -0.77
```

Summary:
**E**: -848.96456 Ha
**Gap between HOMO and LUMO**: 8.833 eV
**Highest occupied orbital energy**: -8.977 eV


# 4
Density functional theory data (wB97M-V/def2-TZVPD) for C8H32Al2O16P2 as an isolated structure at a distorted geometry.

Structure (XYZ):
```
60
Properties=species:S:1:pos:R:3:nbo_charge:R:1
O -3.79346 2.05797 4.30859 -0.72
H 0.65511 -3.43656 3.55881 0.17
H 1.95070 5.63096 -0.65165 0.17
H -3.18607 -0.70457 -0.99188 0.49
H 0.81743 0.76362 -1.67315 0.50
O -2.21926 -0.25200 0.52806 -0.88
O 1.05694 3.78382 -0.66437 -0.77
H -0.68737 -1.25056 -1.91088 0.50
C -0.66145 -3.69868 0.66286 -0.25
H -5.06536 -1.22173 -3.11023 0.18
O -2.53838 2.03253 2.14058 -1.03
H 3.12878 1.64835 -0.21465 0.19
Al -0.36410 3.47203 1.85765 1.16
O -1.16555 1.78633 -0.15659 -0.68
H -0.45968 2.44762 -2.80309 0.16
H 2.31675 4.59076 -2.10097 0.18
H 0.31959 -3.29578 0.39849 0.17
H -0.51464 -4.59663 1.25635 0.18
C -4.28697 -1.47182 -2.39533 -0.25
C 2.85982 -1.86297 -0.00328 -0.25
H -1.47408 -1.92003 0.93990 0.48
O -0.22016 0.58231 1.69471 -1.05
H 1.10324 -1.09781 2.72221 0.51
C 0.00764 -2.27710 -3.40451 -0.25
C 2.12418 4.62528 -1.02945 -0.25
O 0.07105 -0.42804 -0.58442 -1.17
O 2.14153 1.84705 1.62146 -0.74
H -3.48449 -2.01950 -2.91001 0.19
H 3.05827 4.28936 -0.55817 0.16
O -2.68434 4.14640 3.33449 -0.96
H 3.94552 0.94645 1.11851 0.17
O -4.77407 2.99726 2.38732 -0.57
O 0.66279 -1.36014 3.54301 -0.77
O 1.25157 1.42745 -2.24995 -0.78
H -4.73066 -2.21901 -1.71144 0.15
H 2.89020 -2.95725 0.06254 0.17
H 2.52131 -1.58252 -1.00314 0.18
C 3.32445 1.81678 0.85092 -0.26
H -1.20858 -3.94132 -0.25300 0.18
P -0.83486 0.35901 0.32362 2.47
H 0.91147 -1.67591 -3.28552 0.17
H 3.89708 -1.53175 0.09938 0.18
O -1.06828 -1.65199 -2.71686 -0.76
C 1.25633 -2.59101 3.90297 -0.25
O -1.41653 -2.75431 1.42555 -0.74
P -3.42062 2.85748 3.08105 2.42
H 0.87457 3.15677 -1.37605 0.51
H 1.65288 1.03717 1.41938 0.51
H 0.14244 -3.32238 -3.10552 0.16
O 2.06003 -1.26474 1.00179 -0.80
H 1.21175 -1.01279 0.58158 0.51
H 0.70522 2.25967 -4.08092 0.18
H 1.31753 -2.64058 4.99236 0.17
H -0.24959 0.83246 -3.56580 0.20
H -0.25839 -2.31947 -4.46381 0.18
Al -2.14813 -0.43122 3.51561 0.91
C 0.25901 1.73702 -3.23563 -0.27
O -3.78034 -0.38040 -1.68574 -0.70
H 2.27582 -2.66189 3.52544 0.18
H 3.92438 2.70055 1.04083 0.18
```

Summary:
**E**: -2695.18192 Ha
**Gap between HOMO and LUMO**: 3.496 eV
**Highest occupied orbital energy**: -9.437 eV


# 5
Density functional theory data (wB97M-V/def2-TZVPD) for C8H32N17O11V as an isolated structure at a distorted geometry.

Structure (XYZ):
```
69
Properties=species:S:1:pos:R:3:mulliken_spin:R:1
H -6.27494 -0.77458 -1.90162 0.00
C 0.84198 -4.07332 -0.22276 0.00
H 0.20610 -5.08441 1.36744 0.00
N 0.12455 3.32477 4.29195 0.00
N -2.00434 -2.78562 -0.97481 0.00
N -1.03500 -2.53537 -2.93966 0.00
N -5.31454 -0.97225 -2.14382 0.00
O -0.37443 0.47667 -2.19228 -0.01
O -4.36032 -0.86599 2.86246 0.00
N 3.42631 0.73471 1.39755 0.00
H 1.32341 -2.22210 -0.15253 0.00
H -3.01075 1.91608 2.18628 0.00
O 1.07642 -0.45251 -1.00760 0.00
H 4.42107 1.18377 -3.12229 0.00
O 2.94578 4.43586 0.99112 0.00
C 0.04938 2.38128 3.47076 0.00
H -0.19075 -2.33405 -2.42314 0.00
C 4.14506 -0.76931 -3.01277 0.00
O 4.84748 -1.02880 -3.95395 0.00
H -2.88250 -3.14484 -0.62853 0.00
H -4.35900 0.78429 -0.03089 0.00
H 2.79112 -1.01972 -1.67491 0.00
C -4.43937 -0.10533 -1.76078 0.01
N 0.22966 0.42349 -1.08930 -0.02
O -3.34540 0.18491 -2.23415 0.00
N 3.40375 -1.53703 -2.28905 0.00
H 0.32450 4.28348 4.04497 0.00
N 0.60805 -5.15127 0.44328 0.00
N 1.47171 3.59749 -0.55976 0.00
O -0.21678 1.26197 3.64250 0.00
H 2.69999 1.00895 0.75152 0.00
N 3.91747 0.43751 -2.66449 0.00
N 1.87096 -0.48623 2.39583 0.00
O 0.69617 -4.01658 -1.41606 0.00
O -0.01380 1.07940 -0.05711 0.00
H -5.07199 -1.74706 -2.74460 0.00
H -4.16058 1.56452 3.43490 0.00
H 1.10854 -0.00431 1.94133 0.00
N -2.70720 -0.38725 1.47451 0.00
H -2.14843 0.35871 1.08538 0.00
H -2.58136 -1.36584 1.25859 0.00
H 1.69537 -3.23099 1.21689 0.00
N 0.23109 2.84864 2.24083 0.00
H 3.02016 4.37388 -1.95541 0.00
H -5.91906 0.34250 -0.34233 0.00
N 1.11591 -3.03216 0.41390 0.00
H 3.26654 0.66149 -1.92541 0.00
H 0.72352 3.33988 0.06789 0.00
C 2.57398 4.15572 -0.12074 0.00
C -3.67880 -0.03255 2.33667 0.00
O 3.87516 -0.51411 3.19370 0.00
N 3.44803 4.33743 -1.04126 0.00
H 1.76681 -1.36088 2.89001 0.00
H 0.43980 3.81083 2.01557 0.00
N -5.01155 0.51185 -0.75204 0.00
H -1.05880 -2.58208 -3.94829 0.00
H 4.41411 4.46019 -0.77346 0.00
H 1.36047 3.35344 -1.53349 0.00
N -3.49849 1.23296 2.74803 0.00
C 3.09662 -0.00394 2.39814 0.00
H 4.42077 0.81344 1.23958 0.00
H -1.14201 -2.44445 -0.57470 0.00
H 0.72259 -6.08826 0.08405 0.00
H 3.26092 -2.53383 -2.36707 0.00
H -0.14811 3.21698 5.25847 0.00
H 0.04903 2.16662 1.51847 0.00
O -3.10211 -3.08199 -2.71522 0.00
C -2.04492 -2.81831 -2.23733 0.00
V -1.91501 1.52361 -3.17896 3.01
```

Summary:
**E**: -3026.19530 Ha
**2S+1**: 4
**Gap between HOMO and LUMO (spin up / spin down)**: 3.639 / 3.981 eV
**Net charge**: +1
**Highest occupied orbital energy (spin up / spin down)**: -10.901 / -10.901 eV